Record 1
ORCA calculation (wB97M-V/def2-TZVPD) on 3 unconnected molecules or ions with the total composition C4H14NO3.

Each line ends with the Mulliken charge.
Atoms and positions in Å:
C -0.8219 -1.8094 -1.6605  -1.53
C 0.1617 -0.9379 -0.9058  0.45
C 0.9448 -1.7028 0.1299  -0.83
C 1.9909 -0.9425 0.9639  -0.02
O 1.7686 0.2298 1.2145  -0.53
N -0.5540 0.2009 -0.1670  -0.14
H -1.5343 -2.2839 -1.0012  0.43
H -0.2730 -2.6010 -2.1688  0.38
H -1.5171 -1.3422 -2.3858  0.41
H 0.7469 -0.3820 -1.6394  0.26
H 1.3342 -2.5864 -0.3916  0.43
H 0.3456 -2.1090 0.9405  0.34
H 2.6736 -1.4467 1.6428  0.44
H -1.5271 -0.0115 0.0357  0.36
H -0.6724 1.0490 -0.7270  0.30
H 0.0152 0.5797 0.6169  0.29
H -0.2439 3.9386 -1.5360  0.32
H -0.2579 3.4924 0.0267  0.31
O -0.4867 3.2850 -0.8810  -0.64
H 0.0623 1.6052 2.8092  0.32
H -1.4423 2.0186 2.8381  0.30
O -0.7134 1.7560 2.2460  -0.63

The HOMO energy comes out at -14.3 eV. As for the total energy: -441.0401 Eh. The total charge is +1. The calculation puts the energy relative to the best compared isomer or geometry (same formula, charge and spin) at 48.0 kJ/mol.

=====

Record 2
ORCA calculation (wB97M-V/def2-TZVPD) on 3 unconnected molecules or ions with the total composition C4H14NO3.

Each line ends with the Mulliken charge.
Atoms and positions in Å:
O 2.2510 0.6847 2.1962  -0.01
C 2.1677 0.9002 0.9876  0.22
C 0.9300 0.7886 0.1473  -0.47
N -0.3645 0.3253 0.8022  -0.15
C -0.2386 -0.8141 1.7147  -0.64
C -0.3081 -2.1426 0.9451  -1.02
H 3.1190 1.1972 0.4837  0.43
H 0.6275 1.7282 -0.3994  0.50
H 1.2049 0.1246 -0.7051  0.38
H -1.1049 0.1092 0.0794  0.36
H -0.6787 1.1933 1.3154  0.44
H -1.0766 -0.7838 2.4126  0.38
H 0.5265 -0.8099 2.4076  0.48
H 0.3354 -2.0872 0.0748  0.32
H -1.4017 -2.3379 0.5758  0.36
H -0.0098 -3.0586 1.5357  0.37
H -0.2606 -0.8760 -3.6841  0.31
H -0.3889 0.6221 -3.2348  0.35
O -0.5629 -0.3758 -2.9498  -0.62
H -2.0855 1.2812 -1.6041  0.29
H -1.3800 2.6283 -1.6427  0.27
O -1.3015 1.7030 -1.4581  -0.54

The HOMO energy (alpha / beta) comes out at -18.1 / -18.1 eV. As for the total energy: -440.4685 Eh. Its expectation value of S² is 0.758. The spin multiplicity is 2. The total charge is +2. The calculation puts the energy relative to the best compared isomer or geometry (same formula, charge and spin) at 212.6 kJ/mol.

=====

Record 3
ORCA calculation (wB97M-V/def2-TZVPD) on 2 unconnected molecules or ions with the total composition C4H14NOS.

Each line ends with the Mulliken charge.
Atoms and positions in Å:
C 0.0341 -1.0657 -0.8256  -0.39
C -1.3048 -0.5188 -1.2725  -0.75
C -2.2407 -0.1145 -0.2766  -0.55
S -1.3551 1.1800 0.7811  -0.19
C -1.0567 0.3703 2.5663  -0.87
N 0.8509 0.1455 -0.6497  -0.38
H 0.6223 -1.7301 -1.4073  0.45
H 0.0152 -1.6060 0.2244  0.24
H -1.0151 0.1677 -2.1050  0.36
H -1.8922 -1.3134 -1.8122  0.33
H -3.1248 0.5869 -0.4790  0.36
H -2.4127 -0.8637 0.5224  0.36
H -1.8742 0.7662 3.0710  0.35
H -1.1916 -0.6676 2.5769  0.35
H -0.0175 0.6782 2.8082  0.31
H 1.5925 0.1317 0.2056  0.39
H 0.2494 1.0827 -0.4573  0.25
H 1.3788 0.3398 -1.4872  0.37
H 4.1390 1.5079 -1.1815  0.34
H 4.7214 0.2924 -0.1237  0.34
O 3.8817 0.6304 -0.6783  -0.67

The HOMO energy comes out at -12.7 eV. As for the total energy: -688.6625 Eh. The total charge is +1. The calculation puts the energy relative to the best compared isomer or geometry (same formula, charge and spin) at 263.2 kJ/mol.

=====

Record 4
ORCA calculation (wB97M-V/def2-TZVPD) on 2 unconnected molecules or ions with the total composition C4H14NOS.

Each line ends with the Mulliken charge.
Atoms and positions in Å:
C 0.7192 -0.4550 0.5774  -0.78
C -0.4747 -0.0156 1.4061  -0.30
C -1.6759 0.4520 0.5171  -1.00
S -1.1481 1.1105 -1.1942  -0.05
C -1.3453 2.8561 -0.8614  -0.82
N 0.2908 -1.7229 -0.1768  -0.21
H 1.5582 -0.7887 1.2637  0.43
H 1.1796 0.3773 -0.0678  0.32
H -0.7799 -0.5354 2.3538  0.39
H -0.0304 0.9507 1.7176  0.25
H -2.2959 -0.4835 0.4936  0.35
H -2.3414 1.2207 0.8911  0.49
H -0.6581 3.4957 -1.3565  0.35
H -2.2834 3.2421 -1.3205  0.31
H -1.5245 2.9596 0.1892  0.26
H -0.0273 -2.5344 0.3716  0.38
H 1.1985 -2.0630 -0.5932  0.31
H -0.4638 -1.3661 -0.7830  0.33
H 3.7669 -1.9209 -0.5257  0.34
H 3.2465 -2.3458 -1.9238  0.34
O 3.0889 -2.4334 -0.9782  -0.70

The HOMO energy comes out at -12.3 eV. As for the total energy: -688.7040 Eh. The total charge is +1. The calculation puts the energy relative to the best compared isomer or geometry (same formula, charge and spin) at 154.1 kJ/mol.

=====

Record 5
ORCA calculation (wB97M-V/def2-TZVPD) on 2 unconnected molecules or ions with the total composition C4H14NOS.

Each line ends with the Mulliken charge.
Atoms and positions in Å:
C -0.8242 -0.9465 -0.8928  -0.75
C 0.5486 -0.6941 -0.3131  -0.69
C 0.6527 -0.4597 1.1980  -0.76
S -0.2567 1.0173 1.7166  -0.05
C 0.7743 2.3553 1.0907  -0.82
N -1.3958 -2.2028 -0.2724  -0.20
H -1.4744 -0.0766 -0.8856  0.31
H -0.6734 -1.1656 -1.9459  0.46
H 1.0024 0.1348 -0.8388  0.38
H 1.2221 -1.5347 -0.5636  0.41
H 1.7123 -0.5228 1.4830  0.39
H 0.1565 -1.2344 1.7927  0.35
H 1.0882 2.9741 1.9315  0.35
H 0.2945 3.0228 0.3826  0.28
H 1.6656 1.9435 0.6121  0.26
H -0.6175 -2.8524 -0.1292  0.36
H -1.8403 -1.9816 0.6231  0.35
H -2.1833 -2.5116 -0.8363  0.37
H 0.7440 -0.0097 -4.2538  0.30
H -0.1167 0.9333 -3.3981  0.32
O 0.5299 0.2115 -3.3392  -0.62

The HOMO energy comes out at -12.0 eV. As for the total energy: -688.7291 Eh. The total charge is +1. The calculation puts the energy relative to the best compared isomer or geometry (same formula, charge and spin) at 88.1 kJ/mol.

=====

Record 6
ORCA calculation (wB97M-V/def2-TZVPD) on 3 unconnected molecules or ions with the total composition C4H14NOS.

Each line ends with the Mulliken charge.
Atoms and positions in Å:
C -0.9388 0.5670 1.9936  -1.61
C 0.1034 0.6696 0.8977  0.47
C -0.3886 1.1899 -0.4650  -0.81
C 0.5824 1.0478 -1.6236  -0.51
S 2.3773 1.2004 -1.4221  0.01
N 0.8510 -0.5916 0.6475  -0.50
H -1.6775 -0.2075 1.7993  0.38
H -0.4903 0.2825 2.9608  0.38
H -1.5585 1.4379 2.2460  0.39
H 0.8132 1.4407 1.2488  0.10
H -0.6623 2.2458 -0.3964  0.39
H -1.3415 0.6733 -0.6579  0.36
H 0.4508 0.0289 -2.0126  0.33
H 0.2559 1.7180 -2.4173  0.45
H 1.8812 2.4505 0.1056  0.32
H 0.1419 -1.2961 0.4668  0.24
H 2.5173 0.0810 -0.6651  0.31
H 1.3577 -0.7732 1.5063  0.29
H -1.9430 -4.2360 -0.9199  0.32
H -1.0439 -4.2949 -1.9797  0.32
O -1.2877 -3.6341 -1.3127  -0.63

The HOMO energy comes out at -14.0 eV. As for the total energy: -688.6053 Eh. The total charge is +1. The calculation puts the energy relative to the best compared isomer or geometry (same formula, charge and spin) at 413.4 kJ/mol.

=====

Record 7
ORCA calculation (wB97M-V/def2-TZVPD) on 2 unconnected molecules or ions with the total composition C4H14NOS2.

Each line ends with the Mulliken charge.
Atoms and positions in Å:
N -1.6762 1.1380 2.4741  -0.25
C -0.1732 1.4024 2.5165  -0.75
C 0.5297 0.3868 1.6558  -0.48
S -0.0757 0.6672 -0.0376  -0.19
S 0.5511 -0.7238 -1.2598  -0.07
C 1.9868 -0.1036 -2.2116  -0.23
C 2.2459 -1.1980 -3.2172  -1.23
H -1.8731 0.2899 2.9942  0.34
H -2.1656 1.9327 2.8731  0.36
H -1.9762 1.0541 1.4966  0.32
H 0.1146 1.3238 3.5603  0.40
H 0.0157 2.4250 2.2205  0.35
H 0.2608 -0.6241 1.9593  0.36
H 1.6091 0.4865 1.7843  0.39
H 1.6880 0.8151 -2.7386  0.31
H 2.8256 0.1139 -1.5630  0.33
H 2.9219 -1.9628 -2.8409  0.34
H 2.7598 -0.9069 -4.1049  0.36
H 1.3914 -1.7925 -3.5568  0.33
H -3.9059 -2.2560 0.6975  0.31
H -3.5012 -1.1392 -0.2272  0.32
O -3.3979 -1.4202 0.6917  -0.61

The HOMO energy comes out at -12.3 eV. As for the total energy: -1086.9286 Eh. The total charge is +1. The calculation puts the energy relative to the best compared isomer or geometry (same formula, charge and spin) at 51.8 kJ/mol.

=====

Record 8
ORCA calculation (wB97M-V/def2-TZVPD) on 3 unconnected molecules or ions with the total composition C4H14O2.

Each line ends with the Mulliken charge.
Atoms and positions in Å:
C -0.9433 -1.5807 -0.2025  -1.19
C -0.6509 -0.1863 0.1261  0.06
C -1.7883 0.8663 0.5337  -0.63
C -1.0961 2.2829 0.6223  -0.94
H -1.5183 -2.1020 0.4700  0.43
H 0.0475 -2.1279 -0.4381  0.11
H -1.6607 -1.5838 -1.1347  0.27
H -0.2349 0.2605 -0.8649  0.18
H -0.0263 -0.1866 1.0369  0.23
H -2.2803 0.6216 1.4656  0.35
H -2.6997 0.9129 -0.1302  0.34
H -0.5989 2.4509 1.6058  0.27
H -1.8540 3.1322 0.5105  0.31
H -0.4322 2.3541 -0.2925  0.25
O 2.3799 0.8568 -1.2523  -0.62
H 2.6674 0.0987 -0.7382  0.30
H 2.3040 0.5182 -2.1497  0.32
O 3.0486 -1.9203 0.3651  -0.62
H 2.4229 -1.8910 -0.3000  0.28
H 2.9136 -2.7766 0.7673  0.31

The HOMO energy comes out at -10.8 eV. As for the total energy: -311.2274 Eh. The total charge is 0. As for the SMILES: CCCC.O.O. The calculation puts the energy relative to the best compared isomer or geometry (same formula, charge and spin) at 138.1 kJ/mol.

=====

Record 9
ORCA calculation (wB97M-V/def2-TZVPD) on 3 unconnected molecules or ions with the total composition C4H14O2S.

Each line ends with the Mulliken charge.
Atoms and positions in Å:
C -1.8463 -1.5477 -0.0481  -1.40
C -0.4448 -1.2458 -0.4993  -0.26
C 0.4234 -0.6441 0.6031  -0.13
C 1.9174 -0.7869 0.2964  -0.89
S 2.9928 0.3547 1.2444  -0.21
H -2.4735 -2.0652 -0.7736  0.37
H -2.3859 -0.6157 0.1677  0.28
H -1.8870 -2.1011 0.8902  0.34
H 0.0847 -2.1520 -0.8319  0.34
H -0.3981 -0.6964 -1.4444  0.37
H 0.1571 0.3930 0.8120  -0.06
H 0.2215 -1.1674 1.5395  0.43
H 2.2159 -1.7903 0.5802  0.41
H 2.1012 -0.7266 -0.7767  0.34
H 2.5438 1.4992 0.6692  0.11
O 0.2438 1.9282 -1.8043  -0.68
H -0.7091 2.0296 -1.8451  0.35
H 0.3601 1.0058 -1.5415  0.24
O -1.2943 2.6466 1.1982  -0.63
H -0.8706 2.1349 0.4967  0.33
H -0.9524 3.5472 1.0671  0.32

The HOMO energy comes out at -9.2 eV. As for the total energy: -709.4513 Eh. The total charge is 0. As for the SMILES: CCCCS.O.O. The calculation puts the energy relative to the best compared isomer or geometry (same formula, charge and spin) at 37.8 kJ/mol.

=====

Record 10
ORCA calculation (wB97M-V/def2-TZVPD) on 3 unconnected molecules or ions with the total composition C4H14O2S.

Each line ends with the Mulliken charge.
Atoms and positions in Å:
C 1.3456 -0.9789 1.3197  -1.21
C -0.1423 -1.3487 1.4679  -0.43
C -0.8782 -0.4659 0.4601  -0.61
C -2.4383 -0.5320 0.3151  -0.69
S -3.3131 1.0307 0.3575  -0.16
H 1.9553 -1.5157 2.0122  0.41
H 1.7324 -1.1140 0.2994  0.27
H 1.4170 0.0759 1.5494  0.35
H -0.5991 -1.2739 2.4577  0.37
H -0.3533 -2.4453 1.3196  0.31
H -0.5057 -0.6621 -0.5640  0.29
H -0.6679 0.5518 0.5670  0.42
H -2.7959 -1.1706 1.2088  0.31
H -2.7092 -1.1966 -0.5165  0.37
H -2.6047 1.4675 -0.6793  -0.01
O -0.9571 2.6379 -2.9980  -0.62
H -1.0723 2.0971 -2.1735  0.33
H -0.2503 2.0812 -3.3753  0.32
O 4.5972 1.1338 -0.8544  -0.66
H 4.1349 0.4233 -0.3877  0.33
H 4.1051 1.2042 -1.7855  0.33

The HOMO energy comes out at -9.3 eV. As for the total energy: -709.4198 Eh. The total charge is 0. As for the SMILES: CCCCS.O.O. The calculation puts the energy relative to the best compared isomer or geometry (same formula, charge and spin) at 120.4 kJ/mol.

=====

Record 11
ORCA calculation (wB97M-V/def2-TZVPD) on 4 unconnected molecules or ions with the total composition C4H14O3.

Each line ends with the Mulliken charge.
Atoms and positions in Å:
C -0.4674 -0.3726 2.3129  -0.88
C -0.7796 -0.5966 1.0316  -0.12
C -1.2987 0.4595 0.1028  -0.05
C -2.6661 0.0910 -0.4392  -1.31
H -0.0225 -1.1980 2.8552  0.25
H -0.7292 0.5568 2.7950  0.31
H -0.7683 -1.5923 0.5976  0.30
H -0.6003 0.4484 -0.7433  0.18
H -1.1819 1.4231 0.6035  0.31
H -2.7531 -0.9318 -0.8111  0.34
H -2.8946 0.7791 -1.2570  0.33
H -3.4568 0.1217 0.3166  0.36
O 2.1271 1.8545 0.4881  -0.62
H 1.3987 1.6558 1.1208  0.32
H 2.4099 2.7364 0.7536  0.30
O 0.5285 -1.0469 -2.5111  -0.63
H 1.2494 -1.5846 -2.2033  0.32
H 0.9834 -0.3726 -3.0018  0.30
O 3.0813 -0.8954 -1.0594  -0.65
H 3.3538 -1.3153 -0.2311  0.31
H 2.4864 -0.2202 -0.7203  0.33

The HOMO energy comes out at -9.6 eV. As for the total energy: -386.4876 Eh. The total charge is 0. As for the SMILES: C=CCC.O.O.O. The calculation puts the energy relative to the best compared isomer or geometry (same formula, charge and spin) at 102.8 kJ/mol.

=====

Max |F| (eV/A)
2.42; 4.26; 5.60; 3.74; 1.80; 4.23; 1.76; 4.17; 1.45; 3.64; 1.38